# 1
{
  "formula": "C31H34NO2",
  "method": "wB97M-V/def2-TZVPD",
  "lumo_energy_ev": -4.22,
  "orbital_gap_ev": 6.1,
  "e_homo_ev": -10.30,
  "total_charge": 1,
  "species": ["H", "C", "H", "C", "H", "H", "C", "O", "C", "C", "H", "H", "C", "C", "C", "H", "H", "C", "H", "H", "C", "C", "C", "H", "C", "H", "H", "C", "C", "C", "C", "C", "C", "C", "H", "C", "O", "H", "H", "C", "H", "H", "H", "C", "H", "H", "C", "H", "H", "C", "C", "H", "H", "C", "H", "H", "C", "H", "H", "H", "N", "H", "H", "H", "C", "C", "H", "C"],
  "xyz": [[1.568, 0.820, -0.231], [3.807, 2.429, 1.716], [-0.780, -2.613, -1.383], [2.059, 1.439, 3.067], [-2.545, -1.974, 5.215], [-2.859, -2.109, -4.492], [1.080, -1.252, 4.016], [4.967, 3.127, 1.691], [0.879, -2.057, 5.125], [-0.699, -0.129, 0.996], [0.156, 2.264, -3.077], [1.089, -3.317, 7.643], [-0.795, -0.430, -3.744], [-1.313, -1.049, 3.690], [-1.537, -1.786, 4.837], [-2.201, -0.242, -5.329], [1.551, 1.583, -2.212], [1.427, 0.878, 1.923], [-1.468, -0.902, 1.179], [0.713, 0.548, -5.948], [-2.186, -2.628, -3.791], [0.328, -3.961, 7.180], [-2.242, 2.023, -1.727], [-2.171, -0.685, 3.113], [0.035, -0.645, -1.633], [0.799, -4.616, 6.432], [-1.540, 2.860, -1.691], [3.195, 1.897, 0.554], [0.090, 0.141, -2.812], [-1.232, 0.188, -5.041], [-0.232, 0.060, -6.200], [0.837, 1.400, -3.023], [0.235, 0.024, 2.025], [-2.070, 0.902, -0.869], [-0.173, -4.552, 7.934], [5.628, 3.361, 0.419], [-0.733, -3.177, 6.587], [2.102, -1.047, 3.706], [5.941, 2.415, -0.042], [-4.259, 1.017, -2.592], [-2.808, -3.100, -3.018], [0.828, -0.765, -0.888], [3.693, 2.615, 3.854], [-0.785, 0.645, -0.191], [-1.442, 1.246, -4.858], [-3.349, 2.818, -3.399], [-3.288, 2.026, -2.648], [3.651, 2.047, -0.438], [-5.081, 1.013, -3.312], [-1.241, -1.654, -3.207], [0.002, -0.730, 3.264], [-0.122, 1.516, -0.265], [-0.653, 0.540, -7.092], [-3.162, 0.047, -0.678], [1.404, 1.368, -3.966], [-3.171, -0.647, 0.165], [-0.444, -2.341, 5.560], [-4.973, -0.725, -1.520], [-1.656, -3.409, -4.359], [6.497, 3.961, 0.672], [-0.689, -1.793, -1.967], [1.642, 1.261, 4.056], [4.976, 3.910, -0.274], [-0.032, -0.995, -6.433], [-4.200, 0.035, -1.601], [3.210, 2.193, 2.976], [1.731, -2.469, 5.668], [2.010, 1.187, 0.685]]
}

# 2
{
  "formula": "C31H35AsN3OPPtS2",
  "method": "wB97M-V/def2-TZVPD",
  "lumo_energy_ev": 0.48,
  "orbital_gap_ev": 7.7,
  "e_homo_ev": -7.20,
  "total_charge": 0,
  "e_above_lowest_kj_mol": 0.0,
  "species": ["H", "C", "C", "C", "H", "C", "H", "S", "C", "H", "N", "H", "C", "H", "C", "H", "H", "O", "H", "H", "H", "H", "C", "N", "H", "N", "C", "H", "H", "C", "H", "C", "C", "Pt", "P", "C", "H", "H", "H", "As", "C", "H", "C", "C", "C", "H", "C", "H", "H", "C", "C", "C", "H", "C", "C", "C", "C", "H", "H", "C", "H", "H", "H", "S", "H", "H", "H", "C", "H", "C", "C", "C", "H", "C", "H"],
  "xyz": [[-2.373, 1.637, 0.855], [0.413, -3.116, 1.751], [-0.615, 3.282, -0.964], [-2.385, 4.834, -0.440], [-5.784, -5.050, 0.884], [3.565, -1.457, 0.018], [5.029, -4.976, -0.692], [-4.745, -2.728, -0.794], [-0.129, -2.343, 2.768], [-6.964, -4.006, 2.846], [-3.074, -3.357, 1.012], [2.108, 3.788, -2.164], [0.215, -3.427, -1.339], [-1.734, 0.127, 1.528], [-2.149, 0.584, 0.622], [2.684, 2.957, 0.950], [-3.952, 5.006, -1.891], [-1.306, 0.492, -0.495], [-0.368, -4.702, 5.181], [-0.968, -4.764, -0.146], [1.116, 3.307, 1.678], [-3.356, -0.859, -2.365], [0.299, -3.919, -3.695], [-2.372, -2.585, 0.125], [-1.910, -0.699, -1.516], [-2.636, -1.355, -1.862], [-0.508, -5.029, -3.490], [-3.108, 0.087, 0.429], [-0.337, -1.294, 2.593], [0.400, -5.031, 3.206], [0.608, -6.079, 3.374], [-1.267, 2.964, -2.154], [0.683, -4.462, 1.973], [0.685, 0.200, -0.141], [0.921, 2.413, -0.558], [-1.186, 4.215, -0.107], [-6.944, -2.906, 1.466], [-2.820, 5.560, 0.235], [-2.953, 3.333, -3.418], [0.815, -2.246, 0.077], [1.698, 3.384, 0.761], [1.800, 4.430, 0.470], [1.995, 2.718, -1.989], [-0.147, -4.256, 4.220], [4.946, -1.647, -0.060], [-0.831, -2.304, 4.792], [-3.018, 4.523, -1.631], [2.591, -4.655, -0.560], [-1.583, -6.201, -2.049], [0.663, -3.122, -2.620], [-2.456, 3.586, -2.490], [2.722, -2.554, -0.133], [1.303, -2.261, -2.779], [5.467, -2.906, -0.300], [-6.315, -3.417, 2.197], [-5.282, -4.311, 1.512], [-3.103, -2.159, -0.859], [0.648, -3.674, -4.690], [5.605, -0.795, 0.058], [-4.306, -3.533, 0.690], [-4.695, -4.854, 2.253], [-0.793, -5.654, -4.327], [2.960, 2.258, -1.781], [2.951, 0.170, 0.312], [-5.820, -2.658, 2.804], [6.540, -3.036, -0.363], [-0.854, 2.208, -2.811], [3.253, -3.813, -0.396], [-0.703, 4.469, 0.828], [-0.407, -2.912, 4.003], [-0.951, -5.337, -2.212], [-0.596, -4.535, -1.135], [1.572, 2.246, -2.875], [4.623, -3.996, -0.480], [1.117, -5.072, 1.192]]
}

# 3
{
  "formula": "C31H35BNO2Ti",
  "method": "wB97M-V/def2-TZVPD",
  "lumo_energy_ev": [2.41, 2.41],
  "orbital_gap_ev": [5.5, 5.5],
  "e_homo_ev": [-3.07, -3.08],
  "total_charge": -1,
  "species": ["H", "H", "C", "H", "C", "C", "H", "C", "H", "C", "H", "H", "O", "H", "C", "C", "H", "C", "C", "C", "C", "C", "N", "C", "C", "C", "C", "H", "H", "H", "C", "C", "C", "H", "H", "H", "H", "H", "H", "H", "H", "C", "H", "C", "B", "C", "C", "O", "H", "C", "H", "H", "H", "C", "H", "C", "Ti", "C", "C", "H", "H", "H", "C", "C", "C", "H", "H", "H", "H", "H", "H"],
  "xyz": [[-5.851, -1.204, -1.772], [-1.252, 3.379, -1.684], [7.433, -0.419, -1.854], [-5.567, 1.308, 1.701], [6.606, -0.610, -0.583], [-4.259, -2.631, -1.595], [-1.710, 1.898, 4.731], [-6.298, -2.999, -2.858], [-5.040, 0.198, 0.425], [2.877, -0.458, 0.026], [8.140, 0.326, 0.638], [-3.263, 0.525, 4.236], [1.847, -0.551, 0.909], [6.573, -2.778, -0.754], [6.890, -2.017, -0.039], [-1.672, -1.200, 2.833], [-0.034, 2.114, -1.512], [0.674, 2.644, 1.690], [-0.945, 1.814, 3.963], [-4.632, -4.717, -2.773], [-3.439, -1.803, -0.776], [-2.614, 1.761, -0.035], [-1.710, -1.777, 3.840], [-5.867, -4.268, -3.223], [-1.347, 2.342, 0.188], [3.208, -0.021, -2.316], [-2.969, 1.566, 2.392], [-3.701, 2.637, -1.694], [-0.287, 2.677, 4.078], [7.300, 0.580, -2.275], [4.225, -0.602, 0.253], [7.069, 0.432, 0.445], [-2.721, -1.106, -0.071], [6.883, 1.443, 0.079], [5.246, -0.046, -2.932], [-2.877, -4.268, -1.620], [-7.260, -2.635, -3.199], [6.543, 0.318, 1.394], [7.170, -1.152, -2.619], [0.744, 3.661, 2.093], [-3.992, 2.139, 4.201], [-3.490, 1.507, 1.118], [8.493, -0.544, -1.621], [4.581, -0.164, -2.088], [0.637, -0.318, 0.194], [-3.190, 1.703, -1.424], [-3.794, 1.240, 3.610], [1.014, -0.085, -1.165], [2.822, 0.198, -3.302], [-1.554, 1.777, 2.578], [-5.318, 1.904, 0.071], [6.361, -2.199, 0.897], [1.148, 1.972, 2.406], [-3.838, -3.915, -1.971], [-4.743, 0.783, 3.351], [-0.758, 2.238, 1.454], [-1.455, 0.123, 1.100], [2.370, -0.172, -1.237], [-0.574, 2.900, -0.980], [-2.412, 1.516, -2.162], [4.581, -0.827, 1.250], [-6.486, -4.898, -3.849], [-4.935, 1.210, 0.822], [5.104, -0.451, -0.831], [-5.509, -2.192, -2.056], [1.264, 2.597, 0.777], [7.960, -2.143, 0.148], [-4.283, -5.706, -3.048], [-0.370, 0.913, 4.188], [0.145, 3.648, -0.652], [-3.897, 0.882, -1.510]]
}

# 4
{
  "formula": "C31H35N5O10P2Ti",
  "method": "wB97M-V/def2-TZVPD",
  "lumo_energy_ev": [0.25, 0.25],
  "orbital_gap_ev": [5.5, 5.5],
  "e_homo_ev": [-5.25, -5.26],
  "total_charge": 0,
  "e_above_lowest_kj_mol": 9.5,
  "species": ["O", "H", "C", "C", "P", "H", "N", "H", "H", "C", "O", "H", "H", "H", "C", "O", "C", "P", "C", "C", "O", "C", "H", "H", "C", "H", "C", "H", "H", "H", "H", "H", "C", "H", "C", "H", "H", "H", "H", "C", "H", "C", "H", "H", "H", "C", "O", "O", "N", "H", "C", "H", "O", "H", "H", "C", "C", "O", "C", "C", "O", "C", "O", "C", "N", "H", "C", "C", "H", "N", "H", "C", "C", "H", "C", "H", "C", "C", "Ti", "C", "N", "H", "C", "H"],
  "xyz": [[0.646, 0.121, -3.139], [-1.040, -3.780, 4.483], [-1.223, 3.465, -4.516], [-3.637, -3.411, -0.058], [-2.377, 1.291, -3.165], [5.932, 0.171, -2.226], [2.299, -0.031, -0.923], [-0.316, 4.441, 2.625], [1.129, 4.872, 4.588], [-3.773, -2.089, 0.391], [-2.462, 0.809, -4.553], [1.940, -5.537, -2.504], [-4.441, 1.770, -3.428], [0.301, -2.708, 1.291], [0.875, 3.858, 4.312], [-3.849, 1.819, -2.666], [-1.460, 2.930, -3.111], [0.111, 2.844, -2.178], [0.303, -4.402, -1.712], [-1.008, -1.001, 5.233], [1.319, 2.585, -3.136], [-2.749, -1.193, 0.210], [1.459, 0.650, 5.242], [4.547, -1.829, -2.685], [2.453, -3.467, -2.138], [2.009, 2.968, 5.902], [1.052, 1.488, 4.692], [-0.896, 2.129, 1.991], [0.664, -3.646, 4.933], [-0.684, 4.413, -4.482], [-4.456, -4.111, 0.048], [3.335, 2.324, 1.047], [2.006, -2.239, -1.723], [1.306, 1.598, -3.340], [-2.459, -3.803, -0.628], [-2.033, -1.060, 4.855], [-0.654, 2.745, -5.101], [-2.182, 3.615, -5.010], [1.643, 1.855, 0.764], [0.038, -2.273, 3.416], [-3.917, 0.522, 0.714], [-2.876, 0.206, 0.745], [2.425, 3.039, -0.280], [-2.545, 0.234, 1.787], [-3.078, 3.516, -2.162], [1.365, 2.791, 5.051], [0.340, 4.350, -1.732], [-1.897, 0.432, -2.019], [-1.592, -1.562, -0.404], [0.203, -4.381, 3.387], [-0.277, 2.320, 2.856], [-0.384, -5.236, -1.689], [-2.206, 3.900, -2.340], [-0.826, -1.810, 5.934], [-2.323, -4.817, -0.971], [0.151, -2.007, 2.094], [2.577, 2.119, 0.287], [0.207, 0.154, 0.957], [-0.124, -3.152, -1.280], [-1.423, -2.864, -0.766], [-0.427, -1.694, -3.909], [4.392, 1.109, -1.057], [0.066, 1.905, -1.013], [1.592, -4.572, -2.163], [-0.099, -0.070, 3.212], [4.981, 1.975, -0.787], [4.924, 0.099, -1.840], [3.082, 1.020, -0.608], [3.487, -3.585, -2.429], [0.696, -2.042, -1.339], [-0.870, -0.056, 5.752], [-0.036, -3.594, 4.098], [0.062, 3.615, 3.213], [0.706, -0.502, -5.070], [0.225, 1.259, 3.600], [-0.528, 4.776, -1.627], [4.155, -1.013, -2.097], [0.083, -0.581, 1.944], [-0.088, -0.244, -1.160], [0.282, -0.731, -4.078], [-0.040, -1.105, 4.144], [-2.282, 0.915, 0.174], [2.857, -1.063, -1.597], [-4.688, -1.758, 0.863]]
}